17
Properties=species:S:1:pos:R:3:forces:R:3:lowdin_charge:R:1 method="wB97M-V/def2-TZVPD" molar_mass_g_mol=85.150 total_charge=0 homo_ev=-7.459 e_tot_ha=-251.73922 e_lumo_ev=1.03 spin_multiplicity=1 de_lowest_ev=3.355
C -1.249 -1.592 -1.237 -0.067 -0.027 -0.013 -0.12
C 0.153 -1.083 -0.876 0.061 0.038 -0.048 -0.24
C 0.229 -0.514 0.517 -0.214 -0.053 -0.165 -0.16
C 1.477 0.663 1.634 0.174 0.207 0.186 -0.02
N 0.452 0.798 0.754 0.023 -0.209 0.029 -0.31
C -0.200 1.978 0.232 -0.047 0.087 -0.081 -0.04
H -1.604 -2.324 -0.502 0.075 0.122 -0.110 0.07
H -1.973 -0.768 -1.262 0.123 -0.143 0.024 0.07
H -1.251 -2.074 -2.221 -0.008 0.072 0.148 0.07
H 0.869 -1.910 -0.982 -0.097 0.119 0.045 0.10
H 0.470 -0.313 -1.591 -0.042 -0.105 0.095 0.11
H -0.096 -1.134 1.348 0.106 0.104 -0.079 0.10
H 2.421 0.257 1.291 -0.185 0.003 0.026 0.05
H 1.445 1.175 2.600 0.007 -0.085 -0.134 0.06
H -0.998 1.662 -0.448 0.110 0.052 0.092 0.08
H 0.505 2.621 -0.305 -0.094 -0.089 0.070 0.08
H -0.650 2.557 1.049 0.076 -0.093 -0.085 0.09